{
  "formula": "C29H55BaN4O7SSi2",
  "method": "ωB97M-V/def2-TZVPD",
  "elements": ["Ba", "C", "N", "C", "C", "O", "C", "O", "C", "C", "O", "N", "C", "C", "H", "H", "H", "H", "H", "H", "H", "H", "H", "H", "H", "H", "H", "H", "H", "H", "C", "Si", "C", "C", "C", "C", "C", "C", "N", "C", "S", "H", "H", "H", "H", "H", "H", "H", "H", "H", "H", "H", "H", "N", "C", "C", "C", "C", "C", "O", "Si", "O", "O", "C", "C", "C", "C", "O", "C", "C", "C", "C", "H", "H", "H", "H", "H", "H", "H", "H", "H", "H", "H", "H", "H", "H", "H", "H", "H", "H", "H", "H", "H", "H", "H", "H", "H", "H", "H"],
  "positions_angstrom": [[-0.124, 0.446, 1.296], [4.503, 0.792, 4.241], [3.901, 1.925, 3.564], [3.507, 3.059, 4.391], [3.408, 1.839, 2.292], [2.798, 2.728, 1.743], [3.653, 0.498, 1.586], [2.836, 0.395, 0.460], [3.372, 0.366, -0.826], [2.872, 1.535, -1.682], [2.186, 2.415, -1.220], [3.239, 1.477, -3.005], [2.664, 2.438, -3.930], [3.882, 0.326, -3.604], [4.964, 1.149, 5.159], [5.285, 0.328, 3.640], [3.769, 0.025, 4.510], [4.388, 3.608, 4.735], [2.931, 2.714, 5.251], [2.872, 3.712, 3.802], [3.362, -0.314, 2.261], [4.714, 0.376, 1.348], [3.036, -0.562, -1.296], [4.467, 0.354, -0.805], [2.033, 3.123, -3.372], [2.055, 1.926, -4.680], [3.453, 2.999, -4.438], [4.575, -0.153, -2.917], [4.455, 0.655, -4.471], [3.155, -0.422, -3.942], [-4.873, 2.912, -2.281], [-3.365, 3.931, -2.729], [-4.004, 5.675, -3.065], [-2.618, 3.303, -4.328], [-2.109, 4.074, -1.349], [-1.741, 5.314, -0.841], [-0.827, 5.424, 0.202], [-0.320, 4.253, 0.728], [-0.645, 3.044, 0.269], [-1.502, 2.924, -0.767], [-1.807, 1.317, -1.349], [-5.655, 3.034, -3.039], [-5.281, 3.227, -1.316], [-4.607, 1.857, -2.206], [-4.799, 5.644, -3.818], [-3.216, 6.338, -3.437], [-4.423, 6.123, -2.156], [-3.395, 3.151, -5.087], [-2.119, 2.348, -4.143], [-1.883, 4.009, -4.729], [-2.174, 6.217, -1.264], [-0.531, 6.386, 0.601], [0.382, 4.262, 1.558], [0.325, 2.385, 4.504], [0.081, 1.825, 3.509], [0.609, -4.014, 3.327], [0.693, -4.644, 1.936], [2.118, -4.547, 1.394], [0.253, -6.102, 1.999], [-0.212, -4.009, 1.023], [-0.410, -2.375, 0.782], [0.880, -1.532, 1.057], [-1.583, -1.752, 1.801], [-2.996, -2.036, 1.890], [-3.418, -1.501, 3.253], [-3.254, -3.536, 1.810], [-3.755, -1.305, 0.786], [-1.145, -2.277, -0.693], [-0.631, -2.613, -1.997], [-0.598, -4.131, -2.163], [-1.600, -2.001, -2.999], [0.760, -2.013, -2.197], [1.225, -4.573, 4.035], [-0.426, -4.020, 3.681], [0.954, -2.977, 3.297], [2.814, -5.071, 2.054], [2.409, -3.497, 1.318], [2.168, -4.998, 0.400], [0.917, -6.679, 2.647], [0.268, -6.538, 0.997], [-0.767, -6.169, 2.386], [-2.853, -1.998, 4.045], [-4.484, -1.670, 3.416], [-3.218, -0.430, 3.314], [-2.720, -4.063, 2.605], [-2.916, -3.939, 0.852], [-4.323, -3.727, 1.916], [-3.571, -0.228, 0.835], [-4.826, -1.482, 0.902], [-3.436, -1.647, -0.198], [-1.607, -4.535, -2.054], [0.034, -4.587, -1.400], [-0.219, -4.392, -3.153], [-2.600, -2.416, -2.847], [-1.280, -2.216, -4.022], [-1.653, -0.921, -2.857], [1.470, -2.413, -1.464], [0.702, -0.927, -2.066], [1.122, -2.234, -3.204]],
  "homo_energy_ev": -4.2,
  "charge": -1,
  "multiplicity": 1
}

***

{
  "formula": "C5H6O",
  "method": "ωB97M-V/def2-TZVPD",
  "elements": ["C", "C", "C", "C", "C", "O", "H", "H", "H", "H", "H", "H"],
  "positions_angstrom": [[-2.552, 0.484, -0.477], [-1.439, 0.143, 0.109], [-0.288, -0.331, 0.495], [1.014, 0.360, 0.208], [2.144, -0.612, -0.018], [2.023, -1.813, 0.005], [-2.740, -0.022, -1.417], [-3.285, 1.187, -0.093], [-0.251, -1.286, 1.013], [0.934, 1.018, -0.669], [1.304, 1.016, 1.042], [3.135, -0.145, -0.198]],
  "smiles": "C=C=CCC=O",
  "homo_energy_ev": -9.6,
  "multiplicity": 1
}

***

{
  "formula": "C4H6N2S2",
  "method": "ωB97M-V/def2-TZVPD",
  "elements": ["N", "C", "C", "N", "C", "S", "C", "S", "H", "H", "H", "H", "H", "H"],
  "positions_angstrom": [[-2.184, 1.113, 1.890], [-0.801, 1.182, 1.259], [-0.640, 1.897, -0.131], [-0.152, 0.568, -0.712], [0.710, 0.288, -1.811], [1.456, -1.138, -1.900], [-0.210, 0.008, 0.608], [0.241, -1.407, 1.180], [-2.053, 1.420, 3.109], [-2.265, -0.042, 1.926], [-0.213, 1.507, 2.072], [0.204, 2.748, -0.226], [-1.647, 2.117, -0.492], [0.828, 0.960, -2.673]],
  "smiles": "N[C@@H]1CN(C=S)C1=S",
  "homo_energy_ev": -8.1,
  "multiplicity": 1
}

***

{
  "formula": "C5H10O",
  "method": "ωB97M-V/def2-TZVPD",
  "elements": ["C", "C", "C", "C", "C", "O", "H", "H", "H", "H", "H", "H", "H", "H", "H", "H"],
  "positions_angstrom": [[-0.051, 1.561, 0.417], [-0.588, 0.342, 0.394], [-1.299, -0.256, 1.578], [-0.420, -0.552, -0.822], [0.791, -1.438, -0.601], [1.805, -1.410, -1.261], [-0.091, 2.184, 1.306], [0.462, 1.967, -0.449], [-0.931, -1.266, 1.787], [-2.377, -0.346, 1.400], [-1.160, 0.343, 2.481], [-1.301, -1.196, -0.941], [-0.286, 0.022, -1.743], [0.712, -2.137, 0.257], [2.389, 1.462, -1.949], [2.344, 0.723, -1.854]],
  "smiles": "C=C(C)CC=O.[H][H]",
  "homo_energy_ev": -9.4,
  "multiplicity": 1
}

***

In order of appearance, ΔE to the lowest compared entry with this formula, charge and spin = 0.0 41.4 85.2 44.6 kcal per mole.
In order of appearance, HOMO-LUMO gap = 6.39 10.53 7.44 10.36 eV.